1.
C4H2OS | ωB97M-V with the def2-TZVPD basis set

Atoms and positions in Å:
1 C 1.04 -0.05 -0.56
2 C 0.33 0.93 0.09
3 C 0.19 -1.13 -0.65
4 C -0.86 -0.92 0.38
5 O -0.79 0.37 0.67
6 S -2.39 -1.40 1.14
7 H 1.96 0.25 -1.05
8 H 0.53 1.95 -0.02

## Properties
Total charge: 0
Gap between HOMO and LUMO (alpha / beta) in eV: 6.14 / 6.09
Lowest unoccupied orbital energy (alpha / beta) in eV: -2.72 / -2.71

=====

2.
C23H43FN3O8S | ωB97M-V with the def2-TZVPD basis set

Atoms and positions in Å:
1 C -2.70 1.76 2.26
2 C -2.60 0.73 0.94
3 C -4.15 0.17 0.73
4 C -2.13 1.64 -0.35
5 C -0.84 1.04 -1.18
6 C 0.61 1.27 -0.42
7 C 1.16 2.79 -0.15
8 C 0.44 4.19 -0.60
9 C 0.39 4.40 -2.25
10 N -0.97 4.97 -2.57
11 C 2.63 2.78 0.64
12 N 3.18 1.42 0.97
13 N 2.76 0.16 0.74
14 C 1.47 -0.04 0.04
15 S 0.92 -1.84 -0.28
16 O 1.89 -2.77 0.56
17 O -0.54 -2.12 0.13
18 F 1.27 -2.22 -1.94
19 H -3.14 1.13 3.15
20 H -1.66 2.27 2.50
21 H -3.50 2.63 2.06
22 H -1.84 -0.12 1.20
23 H -4.80 0.93 0.09
24 H -4.65 0.17 1.81
25 H -4.17 -0.92 0.30
26 H -2.01 2.74 0.03
27 H -3.06 1.65 -1.09
28 H -0.80 1.60 -2.23
29 H -1.07 -0.09 -1.42
30 H 1.15 5.07 -0.21
31 H -0.60 4.40 -0.12
32 H 1.23 5.20 -2.53
33 H 0.64 3.39 -2.82
34 H -1.07 5.82 -1.95
35 H -1.68 4.28 -2.18
36 H 3.19 3.79 0.93
37 H 4.10 1.47 1.51
38 O -5.55 2.47 -0.51
39 C -6.25 2.31 -1.50
40 O -7.56 2.67 -1.47
41 C -8.41 2.72 -2.63
42 C -9.03 1.37 -2.90
43 C -5.72 1.64 -2.73
44 H -7.88 3.13 -3.49
45 H -9.21 3.44 -2.39
46 H -8.28 0.62 -3.13
47 H -9.73 1.43 -3.74
48 H -9.57 1.01 -2.02
49 H -5.83 0.56 -2.62
50 H -4.66 1.88 -2.82
51 H -6.19 1.97 -3.65
52 O 6.15 1.52 2.24
53 C 6.42 0.80 3.20
54 O 6.57 1.33 4.43
55 C 6.68 0.57 5.64
56 C 8.11 0.15 5.90
57 C 6.66 -0.66 3.01
58 H 5.99 -0.28 5.63
59 H 6.35 1.22 6.46
60 H 8.49 -0.51 5.10
61 H 8.20 -0.38 6.85
62 H 8.77 1.02 5.92
63 H 7.71 -0.82 2.74
64 H 6.03 -1.02 2.19
65 H 6.40 -1.27 3.87
66 O 1.41 -8.51 -3.73
67 C 1.48 -7.75 -2.77
68 O 1.64 -6.42 -2.97
69 C 1.52 -5.42 -1.94
70 C 2.84 -5.24 -1.22
71 C 1.48 -8.27 -1.37
72 H 0.70 -5.65 -1.26
73 H 1.26 -4.49 -2.44
74 H 3.16 -6.15 -0.71
75 H 2.77 -4.44 -0.48
76 H 3.64 -4.99 -1.93
77 H 2.50 -8.54 -1.09
78 H 0.86 -9.17 -1.34
79 H 1.06 -7.58 -0.64

## Properties
Total charge: +1
Gap between HOMO and LUMO in eV: 5.75
Lowest unoccupied orbital energy in eV: -5.56

=====

3.
C3H6N2S | ωB97M-V with the def2-TZVPD basis set

Atoms and positions in Å:
1 C 3.41 -0.13 -1.23
2 C -0.85 0.58 -0.24
3 C -2.22 -1.04 1.17
4 N 2.41 0.26 -0.87
5 N 0.04 1.40 -0.33
6 S -1.91 -0.55 -0.57
7 H 4.30 -0.53 -1.64
8 H -1.75 -0.20 1.81
9 H -1.77 -1.95 1.32
10 H -3.33 -1.03 1.01
11 H 1.58 0.85 -0.50
12 H 0.10 2.35 0.06

## Properties
Total charge: +2
Gap between HOMO and LUMO in eV: 10.21
Lowest unoccupied orbital energy in eV: -10.00

=====

4.
C2H7B | ωB97M-V with the def2-TZVPD basis set

Atoms and positions in Å:
1 B -0.19 -0.04 -0.26
2 C 0.71 1.45 -0.50
3 C -0.52 -1.41 0.79
4 H -0.85 -0.18 -1.24
5 H -1.27 -2.03 0.32
6 H -0.06 2.20 -0.66
7 H 1.36 1.76 0.30
8 H 1.26 1.33 -1.42
9 H 0.40 -1.98 0.89
10 H -0.84 -1.11 1.78

## Properties
Total charge: 0
Gap between HOMO and LUMO in eV: 11.18
Structure (SMILES): CBC
Lowest unoccupied orbital energy in eV: 0.74

=====

5.
C53H53NO3 | ωB97M-V with the def2-TZVPD basis set

Atoms and positions in Å:
1 C 0.12 3.29 -0.34
2 C -1.05 3.03 -0.33
3 C -2.52 2.99 -0.18
4 N -3.18 2.13 -1.12
5 C -2.82 2.89 1.35
6 O -2.91 4.30 1.70
7 C -2.59 5.04 0.64
8 O -2.09 6.11 0.65
9 O -2.95 4.32 -0.47
10 H 1.09 3.72 -0.29
11 H -3.48 2.71 -1.89
12 H -2.55 1.43 -1.47
13 H -3.72 2.37 1.66
14 H -1.93 2.55 1.85
15 C -1.14 -2.68 2.93
16 C -1.69 -1.85 1.97
17 C -1.11 -0.61 1.71
18 C 0.03 -0.22 2.40
19 C 0.60 -1.06 3.34
20 C 0.01 -2.29 3.61
21 H -1.59 -3.64 3.15
22 H -2.58 -2.15 1.43
23 H -1.54 0.05 0.97
24 H 0.48 0.74 2.18
25 H 1.50 -0.76 3.86
26 H 0.45 -2.94 4.35
27 C 5.36 3.38 0.55
28 C 5.49 2.00 0.53
29 C 4.60 1.21 1.25
30 C 3.58 1.80 1.98
31 C 3.45 3.18 2.00
32 C 4.34 3.97 1.29
33 H 6.05 3.99 0.00
34 H 6.28 1.53 -0.04
35 H 4.70 0.13 1.24
36 H 2.88 1.18 2.53
37 H 2.66 3.65 2.57
38 H 4.25 5.04 1.31
39 C -0.91 9.98 -1.81
40 C 0.16 10.79 -1.45
41 C 1.10 10.32 -0.54
42 C 0.97 9.05 0.00
43 C -0.09 8.24 -0.37
44 C -1.04 8.71 -1.27
45 H -1.64 10.34 -2.52
46 H 0.26 11.78 -1.88
47 H 1.93 10.95 -0.25
48 H 1.71 8.69 0.71
49 H -0.19 7.25 0.05
50 H -1.87 8.08 -1.55
51 C -4.61 0.46 -5.65
52 C -3.51 1.18 -5.22
53 C -2.59 0.60 -4.37
54 C -2.76 -0.71 -3.96
55 C -3.85 -1.45 -4.41
56 C -4.78 -0.86 -5.25
57 H -5.34 0.92 -6.32
58 H -3.37 2.20 -5.56
59 H -1.73 1.17 -4.03
60 H -2.03 -1.17 -3.30
61 H -3.97 -2.48 -4.10
62 H -5.63 -1.43 -5.59
63 C -4.18 -7.65 -4.99
64 C -4.93 -6.57 -5.42
65 C -5.00 -5.42 -4.64
66 C -4.30 -5.36 -3.44
67 C -3.55 -6.44 -3.02
68 C -3.49 -7.59 -3.79
69 H -4.13 -8.55 -5.60
70 H -5.47 -6.61 -6.36
71 H -5.59 -4.57 -4.97
72 H -4.35 -4.46 -2.83
73 H -3.00 -6.39 -2.09
74 H -2.90 -8.44 -3.46
75 C -3.51 -6.86 1.58
76 C -2.29 -6.26 1.86
77 C -1.38 -6.89 2.70
78 C -1.68 -8.13 3.25
79 C -2.90 -8.73 2.97
80 C -3.81 -8.09 2.13
81 H -4.22 -6.37 0.94
82 H -2.04 -5.30 1.42
83 H -0.43 -6.42 2.92
84 H -0.97 -8.62 3.90
85 H -3.14 -9.69 3.39
86 H -4.77 -8.56 1.92
87 C 3.37 -1.06 -1.38
88 C 2.07 -1.13 -0.90
89 C 1.13 -1.92 -1.56
90 C 1.50 -2.64 -2.68
91 C 2.81 -2.57 -3.16
92 C 3.74 -1.78 -2.51
93 H 4.09 -0.44 -0.86
94 H 1.79 -0.57 -0.02
95 H 0.12 -1.97 -1.18
96 H 0.78 -3.26 -3.19
97 H 3.09 -3.14 -4.03
98 H 4.76 -1.72 -2.88
99 C 6.64 1.72 4.12
100 C 7.79 1.19 4.69
101 C 7.82 0.89 6.05
102 C 6.70 1.12 6.84
103 C 5.55 1.65 6.27
104 C 5.52 1.95 4.91
105 H 6.62 1.95 3.07
106 H 8.67 1.01 4.08
107 H 8.72 0.49 6.50
108 H 6.73 0.89 7.89
109 H 4.68 1.82 6.88
110 H 4.63 2.36 4.47

## Properties
Total charge: 0
Gap between HOMO and LUMO in eV: 9.38
Structure (SMILES): C#C[C@@]1(N)COC(=O)O1.c1ccccc1.c1ccccc1.c1ccccc1.c1ccccc1.c1ccccc1.c1ccccc1.c1ccccc1.c1ccccc1
Lowest unoccupied orbital energy in eV: 0.37

=====

6.
C4H12O2S2 | ωB97M-V with the def2-TZVPD basis set

Atoms and positions in Å:
1 C 0.39 1.11 -0.67
2 C -0.24 2.48 -0.83
3 O 0.71 3.55 -0.64
4 C 0.63 0.67 0.76
5 S -0.89 0.66 1.80
6 S -2.22 -0.64 0.99
7 C -1.31 -2.20 0.99
8 H -0.33 0.41 -1.11
9 H 1.26 1.10 -1.33
10 H -0.63 2.60 -1.83
11 H -1.03 2.65 -0.09
12 H 1.55 3.21 -0.34
13 H 1.25 1.36 1.32
14 H 1.06 -0.33 0.85
15 H -0.27 -1.90 0.92
16 H -1.31 -2.78 1.92
17 H -1.60 -2.81 0.14
18 H 1.66 -2.89 -1.37
19 H 0.57 -3.44 -0.40
20 O 0.75 -2.79 -1.09

## Properties
Total charge: 0
Gap between HOMO and LUMO in eV: 8.85
Structure (SMILES): CSSCCCO.O
Lowest unoccupied orbital energy in eV: 0.43

=====

For each record above, in turn, the calculated energy values are -17057.0611 -58932.9090 -17001.9972 -2862.4393 -63450.6443 -30107.6538 eV.